The following is a quantum chemistry calculation of a molecular structure, C22H26N2O2 in a non-equilibrium geometry, from the OMol25 dataset.

```
52
Properties=species:S:1:pos:R:3
O 1.372 2.068 0.629
O 0.883 -2.200 2.621
N 0.705 0.205 0.222
N -0.959 -0.995 2.027
C -5.304 1.067 -1.088
C 3.951 0.303 0.708
C -1.768 0.089 -0.065
C 4.084 1.186 3.560
C -2.895 0.735 -0.687
C 4.420 1.548 0.104
C 0.118 -1.603 1.921
C -0.613 -1.790 -3.637
C 1.535 1.005 0.841
C 0.245 -1.186 -4.476
C -2.137 -0.458 1.367
C -3.334 -0.797 1.696
C -4.121 0.316 -0.240
C 0.826 -1.226 0.522
C -0.328 -0.085 -1.804
C 0.729 0.623 -2.747
C -4.505 -0.304 1.033
C -0.927 -1.155 -2.608
C 2.579 0.741 1.729
C 1.015 0.035 -4.144
C 2.842 1.650 2.587
C -0.513 0.472 -0.626
H 4.371 1.988 4.357
H 3.902 0.356 3.977
H -5.366 -0.504 1.220
H 4.999 1.233 -0.773
H 3.449 2.147 -0.472
H 0.489 -1.507 -5.412
H -0.334 1.308 -0.633
H -1.762 -1.475 -1.854
H -2.644 1.386 -1.783
H 2.635 -0.542 2.103
H 1.960 1.825 3.076
H 3.142 2.632 2.149
H -3.613 -1.193 2.416
H 4.498 -0.235 1.280
H 5.053 1.264 2.997
H 0.137 -2.042 -0.188
H -5.674 1.814 -0.734
H 1.716 0.466 -4.528
H -1.199 -2.586 -4.264
H 1.977 -1.768 0.443
H -5.971 0.106 -1.206
H -1.414 -1.350 2.965
H 5.075 2.279 0.641
H 3.535 -0.278 -0.244
H -4.909 1.067 -2.127
H 1.269 1.322 -2.456
```

Output
ΔE to the lowest compared entry with this formula, charge and spin (kcal/mol): 539.6
Total charge: 0

Here are the Löwdin charges for atoms 1 to 6, given in e: O 0.194; O 0.055; N 0.068; N 0.152; C -0.002; C -0.149



The following is a quantum chemistry calculation of a single C22H26N2O2 molecule, from the OMol25 dataset.

```
52
Properties=species:S:1:pos:R:3
O -4.371 -1.460 -0.606
O 3.436 1.417 0.808
N -6.047 1.271 -0.748
N -4.788 1.317 -0.334
C -2.681 0.156 -0.673
C -5.991 1.683 1.454
C 6.623 1.271 -1.504
C -4.858 -2.734 -0.265
C -3.080 -1.152 -0.339
C -3.699 1.102 -1.252
C -1.384 0.551 -0.430
C 2.062 -0.507 0.461
C -6.790 1.492 0.320
C 5.631 0.119 -1.371
C 6.498 1.972 -0.156
C -0.852 -1.605 0.456
C 5.781 -0.361 0.085
C 3.838 -2.048 0.049
C 3.331 0.220 0.665
C 4.453 -0.808 0.706
C 2.346 -1.977 0.392
C 6.436 0.815 0.843
C -4.703 1.562 0.988
C 0.912 0.173 0.327
C -2.153 -2.015 0.236
C -0.432 -0.319 0.118
H -1.086 1.559 -0.683
H -3.758 1.629 1.490
H -5.906 -2.731 -0.559
H -4.784 -2.917 0.811
H -3.223 2.058 -1.499
H 5.864 1.091 1.727
H 2.164 -2.439 1.367
H -6.311 1.879 2.458
H 6.452 -1.226 0.111
H 7.323 2.653 0.048
H -0.168 -2.288 0.931
H 5.563 2.530 -0.120
H 4.626 -1.016 1.771
H 1.009 1.253 0.350
H 5.823 -0.676 -2.091
H -4.145 0.681 -2.157
H 6.393 1.924 -2.344
H 3.968 -1.987 -1.032
H 4.300 -2.971 0.397
H 7.442 0.539 1.163
H 4.620 0.496 -1.535
H -7.859 1.508 0.242
H -2.440 -3.015 0.520
H -4.330 -3.525 -0.808
H 1.727 -2.483 -0.350
H 7.636 0.883 -1.633
```

Output
SMILES: COc1ccc(/C=C2\CC[C@@H](C3CCCC3)C2=O)cc1Cn1cccn1
ΔE to the lowest compared entry with this formula, charge and spin (kcal/mol): 60.7
Total charge: 0

Here are the Löwdin charges for atoms 1 to 6, given in e: O -0.074; O 0.104; N 0.073; N -0.175; C -0.138; C -0.073